{
  "formula": "C39H104O39S13",
  "method": "wB97M-V/def2-TZVPD",
  "e_lumo_ev": -0.1694,
  "species": ["O", "S", "O", "O", "C", "C", "C", "H", "H", "H", "H", "H", "H", "H", "H", "O", "S", "O", "O", "C", "C", "C", "H", "H", "H", "H", "H", "H", "H", "H", "O", "S", "O", "O", "C", "C", "C", "H", "H", "H", "H", "H", "H", "H", "H", "O", "S", "O", "O", "C", "C", "C", "H", "H", "H", "H", "H", "H", "H", "H", "O", "S", "O", "O", "C", "C", "C", "H", "H", "H", "H", "H", "H", "H", "H", "O", "S", "O", "O", "C", "C", "C", "H", "H", "H", "H", "H", "H", "H", "H", "O", "S", "O", "O", "C", "C", "C", "H", "H", "H", "H", "H", "H", "H", "H", "O", "S", "O", "O", "C", "C", "C", "H", "H", "H", "H", "H", "H", "H", "H", "O", "S", "O", "O", "C", "C", "C", "H", "H", "H", "H", "H", "H", "H", "H", "O", "S", "O", "O", "C", "C", "C", "H", "H", "H", "H", "H", "H", "H", "H", "O", "S", "O", "O", "C", "C", "C", "H", "H", "H", "H", "H", "H", "H", "H", "O", "S", "O", "O", "C", "C", "C", "H", "H", "H", "H", "H", "H", "H", "H", "O", "S", "O", "O", "C", "C", "C", "H", "H", "H", "H", "H", "H", "H", "H"],
  "coordinates": [[-5.57535, 3.80056, 12.10097], [-5.71081, 2.50563, 12.74431], [-6.96279, 2.00023, 13.17555], [-5.16871, 1.35074, 11.69938], [-4.02782, 1.56388, 10.90173], [-4.15079, 0.75565, 9.57112], [-4.52930, 2.17256, 14.07914], [-3.20543, 1.24544, 11.54233], [-3.88241, 2.63630, 10.77188], [-5.21253, 0.93963, 9.40691], [-3.95241, -0.26647, 9.89365], [-3.41856, 0.99823, 8.80101], [-4.63715, 2.81860, 14.95040], [-3.56011, 2.32717, 13.60494], [-4.65312, 1.12789, 14.36451], [-7.31057, 4.53327, -12.00173], [-8.08612, 4.34431, -10.77428], [-9.47368, 3.98431, -10.89862], [-7.33676, 3.19150, -9.82299], [-5.97759, 2.82304, -10.02030], [-5.68159, 1.95997, -8.79946], [-7.93237, 5.84075, -9.68382], [-5.43640, 3.76775, -10.07259], [-5.80609, 2.32926, -10.97680], [-6.25449, 2.27630, -7.92779], [-4.61308, 1.80594, -8.64895], [-6.05432, 0.95615, -9.00330], [-8.47674, 6.67655, -10.12336], [-6.85650, 6.01570, -9.68396], [-8.27372, 5.78543, -8.65013], [-12.55164, 3.09293, 0.75771], [-12.88453, 1.97726, 1.61620], [-13.79962, 0.99747, 1.05848], [-11.42109, 1.22175, 1.83608], [-10.18929, 1.86318, 1.48269], [-8.98910, 1.06853, 2.16270], [-13.45886, 2.30471, 3.28156], [-10.13435, 2.90364, 1.80289], [-10.04102, 1.76490, 0.40731], [-9.01183, 1.22993, 3.24045], [-8.13015, 1.66311, 1.85159], [-8.90528, 0.07810, 1.71536], [-12.78576, 2.83343, 3.95647], [-13.50930, 1.31552, 3.73661], [-14.48100, 2.68097, 3.23984], [2.41295, -3.60338, 7.10752], [1.74850, -4.65553, 7.84372], [0.36104, -4.46554, 8.36724], [1.73123, -6.04605, 6.91156], [2.95172, -6.32019, 6.13664], [2.62046, -6.94115, 4.68442], [2.76698, -5.29726, 9.19863], [3.61094, -7.02452, 6.64403], [3.55142, -5.43487, 5.92533], [1.98287, -6.29664, 4.07926], [2.15739, -7.91694, 4.83104], [3.50200, -7.18588, 4.09190], [3.08431, -4.38494, 9.70371], [3.66501, -5.80256, 8.84322], [2.17047, -5.90410, 9.87981], [2.88570, 2.42447, 8.92442], [3.14179, 3.16486, 10.15525], [2.20408, 3.31839, 11.22950], [4.57230, 2.50488, 10.73399], [5.29461, 1.46280, 10.07245], [6.64634, 1.11155, 10.79143], [3.68796, 4.76886, 9.73688], [5.51744, 1.91948, 9.10815], [4.69461, 0.56237, 9.94076], [6.66470, 0.35885, 11.57958], [7.17536, 1.99242, 11.15519], [7.42818, 0.89955, 10.06213], [4.25703, 4.60805, 8.82123], [4.33320, 5.13560, 10.53519], [2.97323, 5.59129, 9.70731], [-1.98579, -4.86505, 3.02441], [-3.19218, -5.48757, 2.54417], [-3.79276, -5.09298, 1.20585], [-3.12628, -7.10941, 2.75583], [-3.99125, -7.92994, 1.88678], [-4.12988, -9.36749, 2.55042], [-4.34278, -5.07087, 3.89187], [-3.40149, -8.07579, 0.98179], [-4.98210, -7.49593, 1.75277], [-3.13498, -9.53659, 2.96230], [-4.48319, -10.23219, 1.98866], [-4.87671, -9.32536, 3.34323], [-5.38045, -5.36200, 3.72889], [-4.34835, -3.98793, 4.01561], [-4.06160, -5.52446, 4.84228], [3.01439, -4.68695, -4.52760], [3.07583, -5.80980, -3.57974], [1.91383, -6.47793, -3.05969], [3.95884, -6.95604, -4.36645], [5.17504, -6.46472, -5.00481], [4.87131, -6.56937, -6.50701], [4.15493, -5.26379, -2.16234], [5.92506, -7.18920, -4.68747], [5.57830, -5.49173, -4.72416], [5.15054, -7.50595, -6.98966], [5.42258, -5.79552, -7.04120], [3.81017, -6.37414, -6.66183], [3.53210, -4.76627, -1.41891], [4.92098, -4.58519, -2.53750], [4.47718, -6.25265, -1.83614], [7.03459, 1.12704, -2.80075], [6.93707, 2.41687, -2.12181], [6.95602, 2.46070, -0.65125], [8.13985, 3.36406, -2.79923], [9.46219, 2.95902, -2.29549], [10.57041, 3.51019, -3.10592], [5.54830, 3.49447, -2.75223], [9.65139, 1.88899, -2.38127], [9.44139, 3.27125, -1.25137], [10.44596, 4.58151, -3.26363], [10.73691, 2.99821, -4.05369], [11.57826, 3.43725, -2.69724], [4.69624, 3.43180, -2.07536], [5.33644, 3.13612, -3.75960], [5.88756, 4.52220, -2.88173], [0.13390, 3.24173, 0.97549], [-0.36603, 1.87011, 0.92561], [-1.55363, 1.44956, 1.67454], [-0.49220, 1.48220, -0.71337], [-0.76360, 0.14044, -0.95818], [-0.51740, 0.04742, -2.52627], [1.10131, 0.83191, 1.42578], [-1.84866, 0.07129, -0.88106], [-0.28901, -0.64829, -0.37440], [-0.88542, -0.93098, -2.83514], [0.56664, 0.13095, -2.60342], [-0.76166, 0.92973, -3.11787], [1.47025, 1.38566, 2.28912], [1.73824, 0.88705, 0.54295], [0.67833, -0.10697, 1.78315], [1.07084, -0.01939, -10.61292], [2.49392, 0.16295, -10.55588], [3.37843, 0.09123, -11.74408], [2.66425, 1.73468, -9.93826], [3.94808, 2.43061, -10.14176], [5.18019, 1.59830, -9.56751], [3.04741, -0.76570, -9.11243], [3.99424, 3.44429, -9.74374], [3.98118, 2.58970, -11.21959], [5.37907, 0.62219, -10.00995], [4.90234, 1.57351, -8.51381], [6.10640, 2.17026, -9.62327], [2.39200, -0.39524, -8.32420], [4.07321, -0.51084, -8.84620], [2.87968, -1.83530, -9.23855], [-4.03757, 8.32691, -5.38719], [-3.75408, 9.05795, -4.17707], [-4.00720, 8.53074, -2.82060], [-2.16111, 9.59145, -4.27787], [-1.25461, 9.26956, -3.23952], [-0.99444, 7.84563, -3.16034], [-4.62238, 10.62356, -4.36099], [-1.69577, 9.58966, -2.29559], [-0.32145, 9.81751, -3.37021], [-0.29520, 7.48489, -2.40600], [-0.62856, 7.50611, -4.12934], [-1.87817, 7.25587, -2.91685], [-5.66420, 10.33164, -4.49316], [-4.33871, 11.16626, -5.26272], [-4.66458, 11.24353, -3.46547], [9.83652, 1.34117, 3.03859], [9.28345, 1.37913, 4.41398], [10.04839, 0.86275, 5.52877], [8.65159, 2.78594, 4.79463], [9.16580, 4.00272, 4.30605], [8.04001, 5.04599, 4.22914], [7.75288, 0.42771, 4.37643], [9.53596, 3.86795, 3.28973], [9.98795, 4.38731, 4.90960], [8.39423, 6.06686, 4.08610], [7.62122, 5.10770, 5.23359], [7.14832, 4.76242, 3.67005], [6.91053, 0.86589, 4.91171], [8.01161, -0.59033, 4.66754], [7.42630, 0.36423, 3.33844], [-2.26278, -5.42898, -7.99376], [-3.32520, -6.42792, -8.12286], [-4.32023, -6.22884, -9.14326], [-2.65786, -7.89034, -8.32127], [-1.49378, -8.21040, -7.63807], [-0.77572, -9.42552, -8.26655], [-4.19723, -6.77402, -6.50690], [-1.72108, -8.53831, -6.62373], [-0.82690, -7.34830, -7.65056], [0.23675, -9.47440, -7.86581], [-0.79532, -9.15151, -9.32137], [-1.42271, -10.28272, -8.08026], [-4.56191, -7.79046, -6.65502], [-5.00136, -6.03999, -6.55877], [-3.53123, -6.73247, -5.64502]]
}

---

{
  "formula": "C39H116N22O15",
  "method": "wB97M-V/def2-TZVPD",
  "e_lumo_ev": [-1.7456, -6.5550],
  "s2": 0.75,
  "total_charge": 1,
  "spin_multiplicity": 2,
  "species": ["C", "O", "N", "N", "H", "H", "H", "H", "C", "O", "N", "N", "H", "H", "H", "H", "C", "O", "N", "N", "H", "H", "H", "H", "C", "O", "N", "N", "H", "H", "H", "H", "C", "O", "N", "N", "H", "H", "H", "H", "C", "O", "N", "N", "H", "H", "H", "H", "C", "O", "N", "N", "H", "H", "H", "H", "C", "C", "C", "O", "C", "N", "H", "H", "H", "H", "H", "H", "H", "H", "H", "H", "H", "C", "C", "C", "O", "C", "N", "H", "H", "H", "H", "H", "H", "H", "H", "H", "H", "H", "C", "C", "C", "O", "C", "N", "H", "H", "H", "H", "H", "H", "H", "H", "H", "H", "H", "C", "C", "C", "O", "C", "N", "H", "H", "H", "H", "H", "H", "H", "H", "H", "H", "H", "C", "C", "C", "O", "C", "N", "H", "H", "H", "H", "H", "H", "H", "H", "H", "H", "H", "C", "C", "C", "O", "C", "N", "H", "H", "H", "H", "H", "H", "H", "H", "H", "H", "H", "C", "C", "C", "O", "C", "N", "H", "H", "H", "H", "H", "H", "H", "H", "H", "H", "H", "C", "C", "C", "O", "C", "N", "H", "H", "H", "H", "H", "H", "H", "H", "H", "H", "H"],
  "coordinates": [[-1.99084, 2.03278, -3.07403], [-2.39161, 1.02947, -3.60653], [-2.42507, 3.22323, -3.24480], [-0.99845, 2.00470, -2.21955], [-1.94880, 3.92548, -2.69698], [-3.14535, 3.46493, -3.91028], [-0.86427, 2.75501, -1.55688], [-0.68691, 1.06609, -2.01446], [-5.14949, -1.53583, 2.04888], [-4.86564, -2.20492, 1.13618], [-6.34796, -1.29347, 2.44521], [-4.26489, -1.04228, 2.85760], [-6.93443, -1.86704, 1.85601], [-6.62115, -0.96212, 3.35937], [-3.32792, -1.05878, 2.48090], [-4.44272, -0.88474, 3.83926], [-3.62208, -5.24879, 2.74804], [-4.47619, -4.99232, 1.95736], [-3.57617, -6.41005, 3.37553], [-2.72357, -4.40841, 3.09705], [-2.81622, -6.59012, 4.01596], [-4.23105, -7.16479, 3.22855], [-2.32774, -4.50717, 4.02100], [-3.00000, -3.50534, 2.73909], [-4.26703, -1.42575, -1.88914], [-4.72013, -2.49946, -1.60221], [-4.29014, -0.96828, -3.12458], [-3.68771, -0.59326, -1.03734], [-4.42803, -1.63381, -3.87168], [-3.58725, -0.28000, -3.35333], [-3.65100, -0.94822, -0.09248], [-3.73039, 0.38418, -1.28810], [-1.58171, -4.57894, -0.23449], [-2.80907, -4.64464, -0.31028], [-0.81873, -4.98705, 0.78141], [-0.93760, -3.96678, -1.14848], [-1.29618, -5.13994, 1.65820], [0.17677, -4.82280, 0.82736], [-1.55651, -3.53664, -1.82082], [0.06476, -3.89923, -1.25243], [2.41380, -0.94326, 4.38244], [1.60128, -1.28087, 3.51962], [3.62445, -0.67963, 4.15093], [2.21306, -0.79943, 5.60686], [3.84568, -0.78661, 3.17128], [4.27688, -0.30340, 4.82391], [1.27223, -0.88696, 5.96363], [3.02256, -0.87288, 6.20637], [1.48064, -4.85540, 3.65643], [1.22956, -6.03253, 3.55792], [0.96580, -3.99943, 4.45228], [2.23464, -4.13391, 2.92081], [1.26351, -3.05344, 4.64349], [0.40199, -4.39485, 5.19111], [2.59304, -4.54975, 2.07303], [2.01592, -3.16159, 3.08466], [-5.01031, 2.29436, 3.50011], [-5.40126, 2.17951, 4.98723], [-4.87143, 0.86705, 5.73445], [-5.54809, -0.33486, 5.40451], [-5.40558, -1.49171, 6.17149], [-4.96073, 3.38006, 5.66323], [-5.34124, 1.36047, 3.04577], [-3.93507, 2.44620, 3.40569], [-5.65941, 3.09810, 3.15262], [-6.48481, 2.13698, 5.09764], [-4.99064, 0.90247, 6.81733], [-3.80055, 0.72776, 5.58643], [-5.78894, -1.38032, 7.18575], [-4.40378, -1.92121, 6.17628], [-5.99962, -2.28268, 5.71369], [-4.95069, 3.06217, 6.62185], [-5.62044, 4.14480, 5.65540], [-1.48608, -6.09930, -5.98595], [-0.26607, -5.75385, -5.07057], [-0.01334, -4.29428, -4.77504], [-1.16686, -3.66385, -4.21883], [-0.99838, -2.26224, -4.03826], [-0.42397, -6.45816, -3.85191], [-2.30712, -5.45266, -5.67637], [-1.66267, -7.17131, -6.07384], [-1.18701, -5.97094, -7.02623], [0.60272, -6.17288, -5.57824], [0.18211, -3.65715, -5.63758], [0.80700, -4.20411, -4.06299], [-0.01959, -1.78903, -4.11653], [-1.58928, -1.81786, -3.23735], [-1.53199, -1.80144, -4.86954], [-1.29368, -6.09404, -3.48980], [-0.63933, -7.41382, -4.09774], [0.77699, 5.07172, -3.68083], [2.18331, 4.74211, -3.26242], [2.36719, 3.62090, -2.21864], [1.55075, 3.88862, -1.09872], [1.72999, 2.99982, 0.01413], [3.03839, 4.54271, -4.42975], [0.13518, 4.23272, -3.94960], [0.61653, 5.82880, -4.44841], [0.33616, 5.50484, -2.78295], [2.61679, 5.61882, -2.78121], [3.41533, 3.50090, -1.94459], [1.94515, 2.80321, -2.80290], [2.52986, 2.27557, -0.14002], [0.80366, 2.43229, 0.10320], [1.72744, 3.50700, 0.97895], [3.26417, 5.37126, -4.96137], [3.91796, 4.11825, -4.17228], [-2.87271, 6.05551, 7.38221], [-2.11013, 4.74993, 7.62271], [-1.21351, 4.37235, 6.38202], [-0.85315, 3.06540, 6.46979], [-0.36393, 2.52972, 5.26690], [-1.35558, 4.78401, 8.88204], [-3.88349, 5.90052, 7.75955], [-2.93216, 6.26836, 6.31485], [-2.49933, 6.98530, 7.81138], [-2.79055, 3.90528, 7.73089], [-0.19772, 4.76211, 6.31605], [-1.76619, 4.51713, 5.45375], [-1.03170, 1.92311, 4.65517], [0.33763, 1.75564, 5.57785], [0.27547, 3.26707, 4.78152], [-1.78988, 4.73464, 9.79256], [-0.67936, 4.03485, 8.92202], [0.82580, 0.18858, -6.56664], [1.07148, 1.71167, -6.91493], [-0.27968, 2.40383, -6.83604], [-0.15503, 3.75416, -7.09941], [-1.27539, 4.57344, -6.97229], [1.96124, 2.14378, -5.83683], [0.53221, -0.03893, -5.54188], [1.80716, -0.22091, -6.80613], [0.12469, -0.31510, -7.23211], [1.46890, 1.98546, -7.89228], [-0.80427, 2.18668, -5.90558], [-0.76604, 1.94917, -7.69908], [-2.13884, 4.18111, -7.50954], [-0.93577, 5.58401, -7.19926], [-1.53612, 4.67942, -5.91925], [1.43418, 2.53814, -5.07080], [2.35680, 3.05921, -5.99688], [6.06015, 2.81026, 0.77652], [6.31926, 2.16655, 2.16373], [6.38869, 0.62087, 1.96660], [5.04646, 0.09331, 1.84261], [4.80024, -0.44614, 0.51175], [7.55150, 2.82996, 2.59077], [6.76195, 2.47231, 0.01406], [6.16333, 3.89358, 0.83875], [5.05652, 2.55300, 0.43793], [5.51623, 2.25950, 2.89489], [6.57038, 0.22232, 2.96473], [6.99268, 0.17498, 1.17637], [5.49302, -1.27915, 0.39243], [4.98466, 0.37303, -0.18327], [3.79294, -0.84276, 0.63880], [7.30020, 3.78449, 2.80483], [7.88964, 2.43098, 3.45483], [5.30903, 0.03748, -3.88674], [4.94918, -0.76708, -5.05107], [3.73956, -1.66312, -4.83656], [3.81591, -2.57469, -3.78579], [4.76913, -3.63162, -3.93765], [4.76601, 0.10346, -6.18826], [6.30683, 0.46502, -3.98526], [5.46868, -0.65617, -3.06124], [4.57336, 0.81360, -3.67570], [5.72326, -1.48528, -5.32139], [3.43937, -2.17570, -5.75047], [2.89662, -1.01506, -4.59664], [5.81455, -3.39050, -4.13014], [4.40791, -4.42862, -4.58757], [4.89565, -4.22548, -3.03243], [5.60591, 0.64156, -6.34673], [3.93360, 0.67032, -6.11161], [-1.24555, 0.96820, 1.61760], [-1.02377, -0.50832, 1.25366], [0.30605, -0.69280, 0.45983], [0.46878, 0.18205, -0.66069], [1.15562, -0.45147, -1.76489], [-1.16140, -1.22093, 2.51930], [-0.58194, 1.30439, 2.41428], [-2.26148, 1.23802, 1.90601], [-1.06339, 1.51991, 0.69536], [-1.94031, -0.77290, 0.72636], [0.30362, -1.75833, 0.23015], [1.14080, -0.50731, 1.13577], [0.83810, -0.09375, -2.74433], [0.95281, -1.52220, -1.74212], [2.23940, -0.34198, -1.80408], [-0.62116, -2.06421, 2.38843], [-0.51801, -0.81159, 3.18157]]
}

---

Which formula does entry 1 have? C39H104O39S13